Formula: H2NPS
Source: the Open Molecules 2025 dataset
Level of theory: ωB97M-V/def2-TZVPD

ORCA input file:
```
! wB97M-V def2-TZVPD RIJCOSX def2/J DEFGRID3
* xyz 0 1
N 1.241 -0.125 0.395
P -1.475 0.963 -0.085
S -2.572 -0.625 -0.117
H 1.854 0.599 0.127
H 0.952 -0.811 -0.320
*
```

Properties
Energy relative to the best compared isomer or geometry (same formula, charge and spin): 327.2 kJ/mol
HOMO (alpha / beta): -10.26 / -7.80 eV
Gap between HOMO and LUMO (alpha / beta): 0.32246 / 0.22251 hartree